(1)
Computed, not measured: C4H11O4Sc as an isolated structure, with the ωB97M-V functional and the def2-TZVPD basis.

Output
E_LUMO   -9.715 eV
HOMO level   -18.776 eV
Net charge   +2

The geometry in XYZ format:
```
20
Properties=species:S:1:pos:R:3:forces:R:3
O -0.902 1.356 -0.146 0.980 -0.976 -3.158
C -1.577 0.475 0.716 0.145 -0.641 1.684
C -1.842 -0.903 0.130 -1.337 0.168 0.512
O -0.669 -1.241 -0.619 0.852 1.546 -0.641
C -0.335 -2.613 -0.753 0.042 -1.426 0.180
Sc 0.008 0.441 -1.647 -0.056 1.387 2.912
H -2.528 0.883 1.098 0.470 0.107 -0.115
H -0.853 0.313 1.539 -0.727 0.082 0.152
H -2.727 -0.962 -0.520 0.263 0.115 -0.034
H -1.993 -1.636 0.935 0.151 0.205 -0.181
H 0.700 -2.635 -1.108 -0.373 -0.335 -0.391
H -0.338 -3.110 0.226 -0.080 0.321 -0.128
H -1.107 -3.083 -1.380 0.669 -0.097 -0.084
O 1.633 1.258 -0.592 -3.964 2.613 0.908
H 1.010 1.739 0.379 2.556 -2.420 -2.593
C 3.049 -0.355 0.314 0.282 -0.590 1.075
O 2.586 0.245 -0.882 -0.012 -0.191 0.317
H 2.288 -1.022 0.746 0.151 0.090 -0.161
H 3.935 -0.929 0.013 -0.212 0.226 0.095
H 3.305 0.418 1.051 0.199 -0.183 -0.347
```
Forces are in eV/Å.

(2)
Computed, not measured: a 3-piece molecular cluster, C5H14NO2 overall, with the ωB97M-V functional and the def2-TZVPD basis.

Output
Spin multiplicity   2
E_LUMO (spin up / spin down)   -14.347 / -14.383 eV
HOMO level (spin up / spin down)   -19.225 / -19.196 eV
Net charge   +2
Energy above the lowest of the compared OMol25 structures with the same formula, charge and spin   8.914 eV

The geometry in XYZ format:
```
22
Properties=species:S:1:pos:R:3:forces:R:3
C 2.114 -1.467 -0.319 1.265 0.314 -0.158
O 1.164 -2.216 0.365 -1.006 1.594 -1.897
C 1.889 0.117 -0.324 1.084 -0.024 3.741
C 1.061 0.697 0.875 1.850 -0.638 1.038
C -0.413 0.467 1.076 0.711 -0.551 -0.394
C -2.066 2.076 0.394 1.600 -3.906 -1.962
N -1.212 1.142 0.084 -2.605 4.137 3.913
H 2.226 -1.724 -1.385 -0.357 -0.358 0.204
H 3.101 -1.599 0.199 -0.883 -0.038 0.189
H 0.354 -2.337 -0.246 0.472 -0.868 0.193
H 2.900 0.563 -0.219 -0.587 -0.099 -0.016
H 1.585 0.442 -1.250 -1.282 0.149 -2.854
H 1.234 1.816 0.893 0.116 -1.259 0.141
H 1.535 0.186 1.786 -0.460 1.220 -0.837
H -0.733 0.881 2.068 0.051 0.214 -0.667
H -0.768 -0.541 1.158 0.115 -0.864 -0.083
H -2.735 2.281 -0.371 -1.292 1.055 -1.808
H -2.389 2.383 1.377 0.806 0.316 0.702
H -0.277 -1.420 -1.288 0.351 -0.315 0.687
H -2.050 -0.448 -1.416 -2.314 0.175 -0.605
H -3.473 -1.051 -1.960 0.958 1.709 0.938
O -3.047 -0.248 -1.498 1.407 -1.960 -0.465
```
Forces are in eV/Å.

(3)
Computed, not measured: C31H43BrIrN5OS2Si as an isolated structure, with the ωB97M-V functional and the def2-TZVPD basis.

Output
E_LUMO   -6.214 eV
HOMO level   -13.585 eV
Net charge   +2
Energy above the lowest of the compared OMol25 structures with the same formula, charge and spin   0.000 eV

The geometry in XYZ format:
```
85
Properties=species:S:1:pos:R:3:forces:R:3
Ir 0.021 -0.076 0.084 1.176 1.338 -1.165
S 0.689 0.018 2.390 -0.978 -0.462 -0.139
C 2.224 0.011 1.612 0.446 0.080 0.372
C 3.480 -0.014 2.208 0.195 0.026 -0.129
C 4.585 -0.018 1.382 -0.106 -0.013 -0.057
C 4.417 0.004 -0.008 0.053 0.011 0.110
C 3.146 0.023 -0.525 -0.171 -0.045 -0.352
N 2.074 0.026 0.282 -0.846 -0.103 0.198
H 3.570 -0.029 3.285 -0.032 -0.016 0.000
H 5.579 -0.044 1.808 0.007 0.018 -0.016
H 5.266 0.006 -0.675 -0.004 -0.002 -0.006
H 2.958 0.033 -1.591 -0.022 -0.011 0.010
S -0.053 5.451 -5.076 0.014 -0.069 0.061
N -0.034 3.857 -5.285 0.014 -0.105 -0.162
C -0.012 3.307 -4.084 -0.028 0.118 0.242
C 0.020 1.888 -3.791 0.042 0.067 -0.243
C 0.046 0.887 -4.766 0.028 -0.016 0.057
C 0.126 -0.431 -4.366 0.037 0.146 0.038
C 0.173 -0.721 -3.004 0.041 -0.029 -0.202
N 0.112 0.229 -2.076 -0.552 -0.976 0.577
C 0.036 1.513 -2.452 0.033 0.026 -0.137
C -0.011 2.481 -1.385 -0.037 0.230 0.071
N -0.042 2.001 -0.123 0.016 -0.880 0.621
C -0.080 2.850 0.901 -0.092 0.181 0.115
C -0.084 4.231 0.715 -0.031 -0.020 -0.166
C -0.057 4.736 -0.565 0.030 0.008 -0.009
C -0.023 3.847 -1.643 -0.013 0.175 0.003
C -0.014 4.263 -3.033 -0.038 -0.217 -0.141
N -0.036 5.510 -3.470 -0.010 0.153 0.128
H 0.015 1.170 -5.810 0.000 -0.041 -0.009
H 0.156 -1.236 -5.086 0.023 -0.011 0.013
H 0.270 -1.739 -2.653 -0.059 0.013 0.051
H -0.107 2.420 1.891 0.043 -0.032 -0.036
H -0.117 4.883 1.575 0.007 -0.028 0.024
H -0.062 5.801 -0.763 -0.008 0.005 0.037
C -4.322 -1.167 -0.678 0.048 0.243 0.048
C -2.818 -1.253 -0.751 -0.251 -0.267 -0.222
O -2.191 -0.169 -0.006 0.663 0.055 0.136
H -4.752 -1.964 -1.285 -0.015 -0.009 0.022
H -4.683 -0.211 -1.057 -0.019 -0.021 -0.026
H -4.679 -1.295 0.346 0.000 -0.040 -0.005
H -2.462 -1.149 -1.775 0.050 0.088 0.032
H -2.467 -2.207 -0.362 0.077 0.061 0.089
H -2.634 -0.103 0.850 0.105 0.038 0.051
C 2.068 -7.033 0.493 -0.121 0.019 0.015
C 1.947 -5.551 0.092 -0.063 0.363 -0.154
C 2.621 -5.347 -1.274 0.048 -0.108 0.070
C 2.723 -4.686 1.100 0.043 -0.127 0.044
Si 0.087 -5.104 0.007 -0.089 -0.575 0.304
Br 0.248 -2.681 -0.054 0.254 0.494 -0.055
C -0.805 -5.519 -1.634 -0.051 0.272 -0.081
C -2.320 -5.273 -1.558 0.045 -0.091 -0.002
C -0.299 -4.676 -2.817 0.036 -0.100 0.001
C -0.573 -7.010 -1.949 0.079 0.033 0.122
C -0.926 -5.392 1.601 0.060 0.239 -0.166
C -0.084 -5.141 2.859 -0.063 -0.066 0.012
C -1.403 -6.857 1.602 0.038 0.036 -0.033
C -2.146 -4.459 1.685 -0.033 -0.103 0.069
H 3.119 -7.328 0.449 0.008 0.029 0.001
H 1.518 -7.693 -0.181 0.013 -0.035 0.031
H 1.720 -7.212 1.511 0.010 -0.022 -0.003
H 3.689 -5.557 -1.168 -0.003 -0.005 0.001
H 2.525 -4.317 -1.624 0.005 -0.007 -0.019
H 2.236 -6.023 -2.036 0.010 0.038 -0.034
H 3.748 -5.063 1.156 -0.001 0.001 -0.037
H 2.313 -4.725 2.105 0.015 0.031 0.011
H 2.770 -3.644 0.784 0.014 0.004 0.011
H -2.551 -4.234 -1.314 -0.021 -0.009 0.008
H -2.817 -5.926 -0.844 -0.034 0.045 0.015
H -2.752 -5.482 -2.541 0.002 -0.003 0.002
H -0.601 -3.634 -2.703 -0.015 -0.003 -0.012
H -0.760 -5.053 -3.733 -0.002 0.002 0.003
H 0.780 -4.718 -2.949 -0.004 0.034 -0.031
H -0.908 -7.661 -1.140 0.014 -0.029 -0.022
H 0.474 -7.228 -2.158 -0.014 -0.034 -0.007
H -1.147 -7.274 -2.841 -0.007 0.015 0.000
H 0.732 -5.855 2.960 0.024 0.032 0.014
H -0.726 -5.261 3.735 -0.001 -0.007 -0.005
H 0.320 -4.126 2.886 0.017 -0.006 0.009
H -0.571 -7.561 1.536 -0.027 -0.027 0.001
H -2.099 -7.068 0.791 0.000 -0.030 0.013
H -1.924 -7.057 2.542 0.000 0.006 0.002
H -1.843 -3.413 1.767 -0.001 0.004 0.011
H -2.706 -4.708 2.592 -0.001 0.007 -0.001
H -2.828 -4.567 0.845 -0.016 0.021 0.008
```
Forces are in eV/Å.

(4)
Computed, not measured: an isolated molecule of C21H22N2O5, with the ωB97M-V functional and the def2-TZVPD basis.

Output
E_LUMO   0.450 eV
HOMO level   -8.038 eV
Energy above the lowest of the compared OMol25 structures with the same formula, charge and spin   2.683 eV

The geometry in XYZ format:
```
50
Properties=species:S:1:pos:R:3:forces:R:3
C 2.845 -5.900 0.968 -0.176 0.355 -0.017
C 2.440 -4.534 1.505 0.205 -0.435 0.395
H 3.320 -3.959 1.801 -0.148 -0.038 -0.012
H 1.761 -4.647 2.357 0.171 0.079 -0.074
O 1.817 -3.734 0.506 0.038 0.139 -0.160
C 0.555 -3.998 0.196 -0.581 -0.020 -0.172
N -0.090 -4.946 0.865 0.547 0.142 0.129
C -1.360 -5.185 0.584 -0.257 0.082 -0.172
C -2.073 -4.492 -0.377 -0.024 -0.031 -0.009
C -1.409 -3.507 -1.091 0.202 -0.072 0.169
C -0.072 -3.239 -0.823 0.059 -0.173 0.152
C 0.679 -2.215 -1.582 0.425 -0.045 0.067
O 1.872 -2.047 -1.541 -0.211 0.039 -0.073
O -0.149 -1.478 -2.342 -0.359 0.049 -0.020
C 0.422 -0.443 -3.133 0.324 0.240 -0.462
H 1.483 -0.332 -2.878 -0.189 0.012 -0.068
C -0.322 0.877 -2.907 0.032 -0.407 -0.210
O -0.802 1.463 -3.861 0.089 -0.077 -0.106
C -0.391 1.335 -1.539 -0.306 0.635 0.559
C -1.197 2.366 -1.062 0.051 -0.340 -0.595
N -0.986 2.478 0.272 -0.015 -0.227 -0.151
C -0.032 1.566 0.670 0.341 -0.388 0.105
C 0.344 0.843 -0.420 -0.115 0.160 0.108
H 1.087 0.072 -0.425 0.208 -0.191 0.055
C 0.438 1.466 2.077 -0.091 0.096 -0.060
H 1.195 0.689 2.143 0.033 -0.034 0.041
H 0.874 2.408 2.411 0.066 0.017 0.110
H -0.379 1.207 2.752 0.002 -0.032 0.119
C -1.601 3.458 1.137 0.083 0.510 -0.103
C -0.754 4.685 1.267 0.085 -0.216 0.935
C -0.025 5.179 2.309 -0.451 -0.319 -0.406
C 0.594 6.362 1.832 -0.051 0.214 -0.541
C 0.198 6.493 0.539 0.551 0.456 0.614
O -0.618 5.486 0.189 -0.340 -0.319 -0.351
H 0.418 7.228 -0.209 -0.030 0.046 -0.172
H 1.241 7.015 2.380 0.147 0.190 0.043
H 0.054 4.766 3.293 -0.028 -0.171 0.184
H -1.748 3.023 2.128 -0.033 0.091 -0.129
H -2.574 3.726 0.717 0.063 -0.113 0.129
C -2.162 3.218 -1.799 -0.073 0.063 -0.034
H -2.124 2.958 -2.852 -0.036 0.039 0.037
H -1.906 4.271 -1.686 -0.056 0.076 -0.029
H -3.180 3.067 -1.434 -0.084 0.042 0.009
H 0.326 -0.722 -4.187 -0.002 0.097 0.195
H -1.913 -2.943 -1.860 -0.019 0.045 -0.030
H -3.108 -4.720 -0.571 -0.085 -0.036 -0.006
H -1.814 -5.975 1.168 -0.147 -0.041 -0.010
H 3.468 -5.781 0.085 0.099 -0.023 -0.065
H 1.959 -6.471 0.703 0.005 -0.086 0.002
H 3.402 -6.441 1.727 0.080 -0.081 0.080
```
Forces are in eV/Å.

Number 1: calculated total energy -1219.905166 hartree. Number 2: calculated total energy -403.062893 hartree. Number 3: calculated total energy -5319.963219 hartree. Number 4: calculated total energy -1299.140878 hartree.